(1)
C34H42BN9ReS | ωB97M-V with the def2-TZVPD basis set

The geometry in XYZ format:
```
88
C34H42BN9ReS (ωB97M-V with the def2-TZVPD basis set)
Re -0.5791 -0.0367 0.3353
C 3.5872 0.6127 1.5214
C 2.2807 0.8416 1.0635
N 1.2666 0.0180 1.3049
C 1.5209 -1.0859 2.1040
C 2.8018 -1.3926 2.5771
C 3.8602 -0.5087 2.2521
C 2.9607 -2.5364 3.3987
C 1.8657 -3.2772 3.7497
C 0.5686 -2.9434 3.3149
C 0.3754 -1.8577 2.4830
N -0.7949 -1.3179 1.9897
C -1.8650 -0.9997 2.7928
C -2.4858 -1.7514 3.7782
C -3.5538 -1.2036 4.5061
C -4.0009 0.0754 4.2973
C -3.3658 0.8910 3.3315
C -3.7082 2.2450 3.0910
C -2.9661 2.9644 2.1948
C -1.9301 2.3573 1.4810
N -1.6205 1.0601 1.6205
C -2.3235 0.3358 2.5819
H 4.3558 1.3276 1.2653
H 2.0574 1.7120 0.4622
H 4.8617 -0.7240 2.6032
H 3.9509 -2.7976 3.7482
H 1.9886 -4.1468 4.3823
H -0.2684 -3.5535 3.6199
H -2.1698 -2.7647 3.9773
H -4.0329 -1.8188 5.2577
H -4.8222 0.4820 4.8714
H -4.5268 2.6975 3.6346
H -3.1798 4.0054 1.9960
H -1.3559 2.9083 0.7495
B -3.1915 1.6333 -1.5092
N -1.6778 1.7999 -1.8907
C -1.3525 2.6704 -2.8550
C 0.0208 2.7969 -2.9133
C 0.4810 1.9305 -1.9278
N -0.5452 1.3363 -1.3088
N -3.6744 0.4346 -0.5672
C -4.8387 0.5904 0.0730
C -5.2251 -0.5997 0.6628
C -4.2130 -1.4839 0.3384
N -3.3004 -0.8568 -0.4095
H -3.5447 2.5990 -0.8894
H -3.7761 1.5406 -2.5544
H -2.1292 3.1326 -3.4375
H 0.5985 3.4075 -3.5819
H 1.4857 1.6501 -1.6603
H -5.3122 1.5552 0.0571
H -6.0929 -0.7826 1.2669
H -4.0464 -2.5089 0.6185
C -2.4742 -1.0401 -3.2535
C -1.8389 -1.9165 -2.1829
C -0.3453 -2.0674 -2.4660
C -2.5076 -3.2966 -2.2470
C -1.9573 -1.3722 -0.7368
H -2.3468 -1.5170 -4.2279
H -2.0149 -0.0582 -3.3070
H -3.5437 -0.9089 -3.0898
H -0.1750 -2.5715 -3.4197
H 0.1501 -2.6596 -1.6910
H 0.1544 -1.0974 -2.5051
H -2.4161 -3.7353 -3.2429
H -3.5730 -3.2242 -2.0169
H -2.0508 -3.9838 -1.5329
H -1.8923 -2.2565 -0.0881
C 5.9923 -1.2739 -1.6501
N 5.5849 -0.7149 -2.9248
C 6.5304 0.2723 -3.4286
C 4.2412 -0.5475 -3.1669
S 3.1113 -0.6933 -1.9526
N 3.9041 -0.2704 -4.4544
C 4.6683 -0.7691 -5.5826
C 2.5508 0.1169 -4.7988
H 7.0264 -1.6068 -1.7427
H 5.3595 -2.1178 -1.3913
H 5.9223 -0.5362 -0.8434
H 6.8245 0.9441 -2.6150
H 6.0844 0.8697 -4.2161
H 7.4282 -0.2122 -3.8175
H 5.5281 -1.3354 -5.2392
H 5.0080 0.0460 -6.2267
H 4.0292 -1.4291 -6.1760
H 2.0647 0.5840 -3.9486
H 1.9579 -0.7546 -5.0959
H 2.5889 0.8172 -5.6355
```

Output
Largest force on an atom in Eh/bohr: 0.0188
Spin multiplicity: 2
E_HOMO (spin up / spin down) in eV: -5.4 / -5.0
Net charge: 0
ΔE to the lowest compared entry with this formula, charge and spin in kcal per mole: 54.22
LUMO (spin up / spin down) in eV: 0.11 / -0.05
Expectation value of S²: 0.79
Kohn-Sham gap (spin up / spin down) in eV: 5.5 / 4.9

Atomic partial charges in e from the Mulliken method, atoms 1 to 2: atom 1 (Re): 0.259, atom 2 (C): -1.043


(2)
CH2FNO | ωB97M-V with the def2-TZVPD basis set

The geometry in XYZ format:
```
6
CH2FNO (ωB97M-V with the def2-TZVPD basis set)
C -2.1109 -0.0951 -0.0822
N -0.1296 -0.1216 -0.5010
O -2.5517 -1.1214 0.0421
F -2.5691 1.1170 -0.0439
H 0.1883 -0.8814 0.0749
H 0.2601 0.6686 0.0517
```

Output
Largest force on an atom in Eh/bohr: 0.1517
E_HOMO in eV: -10.2
Net charge: 0
ΔE to the lowest compared entry with this formula, charge and spin in kcal per mole: 63.54
LUMO in eV: 0.34
Kohn-Sham gap in eV: 10.5

Atomic partial charges in e from the Mulliken method, atoms 1 to 2: atom 1 (C): 0.501, atom 2 (N): -0.583


(3)
CH2S3 | ωB97M-V with the def2-TZVPD basis set

The geometry in XYZ format:
```
6
CH2S3 (ωB97M-V with the def2-TZVPD basis set)
S -1.9707 -0.7434 0.7955
C -0.7320 0.0691 0.2484
S 1.1659 -0.8519 0.3928
S -0.4948 1.7010 -0.2164
H 1.2101 -1.8428 -0.4645
H 0.8215 1.6680 -0.7558
```

Output
Largest force on an atom in Eh/bohr: 0.0660
E_HOMO in eV: -8.9
Net charge: 0
ΔE to the lowest compared entry with this formula, charge and spin in kcal per mole: 31.69
LUMO in eV: -0.65
SMILES: S=C(S)S
Kohn-Sham gap in eV: 8.3

Atomic partial charges in e from the Mulliken method, atoms 1 to 2: atom 1 (S): -0.178, atom 2 (C): 0.197


(4)
C15H13NO3 | ωB97M-V with the def2-TZVPD basis set

The geometry in XYZ format:
```
32
C15H13NO3 (ωB97M-V with the def2-TZVPD basis set)
C -2.1378 -0.3117 0.9765
C -1.6541 1.1042 0.8897
C -2.3411 2.0327 0.1184
C -1.9258 3.3500 0.0404
C -0.8179 3.7705 0.7562
C -0.1235 2.8624 1.5334
C -0.5189 1.5301 1.5824
C 0.2450 0.6016 2.4670
O 0.2899 0.7373 3.6724
N 0.8964 -0.4475 1.8795
C 1.0582 -0.7953 0.5367
C 1.1314 0.1537 -0.4764
C 1.2900 -0.2169 -1.8094
C 1.3941 -1.5563 -2.0899
C 1.3502 -2.5130 -1.0734
C 1.1843 -2.1628 0.2411
O 1.4905 -3.7603 -1.6152
C 1.6250 -3.5645 -3.0078
O 1.5624 -2.1848 -3.2963
H -3.1977 -0.3650 0.7390
H -1.9822 -0.7147 1.9749
H -1.5991 -0.9413 0.2672
H -3.2206 1.7164 -0.4239
H -2.4759 4.0522 -0.5685
H -0.5002 4.8014 0.7150
H 0.7376 3.1744 2.1060
H 1.2756 -1.1075 2.5491
H 1.0713 1.2006 -0.2339
H 1.3404 0.5224 -2.5900
H 1.1481 -2.9099 1.0167
H 2.5932 -3.9688 -3.3441
H 0.8111 -4.0895 -3.5329
```

Output
Largest force on an atom in Eh/bohr: 0.0245
E_HOMO in eV: -8.0
Net charge: 0
ΔE to the lowest compared entry with this formula, charge and spin in kcal per mole: 0.00
LUMO in eV: 0.73
SMILES: Cc1ccccc1C(=O)Nc1ccc2c(c1)OCO2
Kohn-Sham gap in eV: 8.7

Atomic partial charges in e from the Mulliken method, atoms 1 to 2: atom 1 (C): -1.636, atom 2 (C): 1.585


(5)
C19H25Br2N7OOsS2 | ωB97M-V with the def2-TZVPD basis set

The geometry in XYZ format:
```
57
C19H25Br2N7OOsS2 (ωB97M-V with the def2-TZVPD basis set)
Os -0.7375 0.7293 -0.3233
Br -2.8165 -0.5472 -4.5029
C -3.5684 -0.8784 -2.8548
C -4.8298 -1.4984 -2.8314
C -5.3732 -1.7943 -1.6438
Br -6.9815 -2.8227 -1.6858
C -4.7314 -1.3910 -0.4183
C -5.2325 -1.5182 0.8796
C -4.5680 -1.1523 2.0032
C -3.3230 -0.5252 1.8454
N -2.7646 -0.3230 0.6736
C -3.4360 -0.7592 -0.4248
C -2.8443 -0.5967 -1.7290
O -1.5210 -0.1420 -1.8478
H -5.3146 -1.7401 -3.7738
H -6.2072 -1.9836 0.9804
H -5.0195 -1.4046 2.9647
H -2.7318 -0.1653 2.7007
S 1.1032 2.4996 -1.7801
C 2.5993 3.1351 -2.3276
N 3.8193 2.5210 -2.3853
C 4.7950 3.3445 -3.0684
C 4.1243 4.7536 -3.0119
N 2.7232 4.3919 -2.7409
H 3.9521 1.5355 -2.1843
H 4.8914 3.0306 -4.1055
H 5.8048 3.3279 -2.6318
H 4.2405 5.3534 -3.8954
H 4.5742 5.3620 -2.2160
H 1.9930 5.0987 -2.6638
C 1.4575 3.2340 3.9482
N 0.4553 2.2418 3.5935
C 0.0717 1.1690 4.5377
C 0.0765 2.0805 2.4066
N -0.2531 1.8400 1.3339
H 2.4116 2.7524 4.1266
H 1.1162 3.6827 4.8747
H 1.5664 4.0032 3.2215
H 0.9561 0.6331 4.8749
H -0.6393 0.4935 4.1422
H -0.3842 1.6265 5.4246
C 1.9915 -3.8092 2.0296
N 1.5755 -3.5287 0.6628
C 1.9075 -4.3105 -0.5244
C 1.1728 -3.6262 -1.6575
N 0.9168 -2.3640 -1.0372
C 1.0543 -2.3719 0.3030
S 0.5644 -0.9878 1.1718
H 2.8908 -3.2267 2.3217
H 2.3047 -4.8343 2.1211
H 1.1791 -3.6064 2.7182
H 1.6402 -5.3560 -0.3612
H 2.9852 -4.2670 -0.7586
H 0.1874 -4.0200 -1.9815
H 1.7407 -3.4616 -2.5761
H 0.2787 -1.6527 -1.4121
H -1.8438 1.8255 -0.5046
```

Output
Largest force on an atom in Eh/bohr: 0.0480
Spin multiplicity: 5
E_HOMO (spin up / spin down) in eV: -13.3 / -13.4
Net charge: +2
ΔE to the lowest compared entry with this formula, charge and spin in kcal per mole: 0.00
LUMO (spin up / spin down) in eV: -5.23 / -7.53
Expectation value of S²: 6.02
Kohn-Sham gap (spin up / spin down) in eV: 8.1 / 5.9

Atomic partial charges in e from the Mulliken method, atoms 1 to 2: atom 1 (Os): 0.917, atom 2 (Br): -0.071


(6)
C2H3ClS2 | ωB97M-V with the def2-TZVPD basis set

The geometry in XYZ format:
```
8
C2H3ClS2 (ωB97M-V with the def2-TZVPD basis set)
C -1.8382 0.4020 0.1830
C 1.7014 -0.1140 -0.2189
S -3.4772 0.2753 0.0602
S -0.8802 -0.8989 0.7929
Cl 3.1451 -0.9237 0.1779
H -1.1996 1.1267 -0.2956
H 1.0968 -0.7409 -0.8989
H 1.4518 0.8735 0.1994
```

Output
Largest force on an atom in Eh/bohr: 0.0329
E_HOMO (spin up / spin down) in eV: -8.8 / -8.7
Net charge: 0
ΔE to the lowest compared entry with this formula, charge and spin in kcal per mole: 74.93
LUMO (spin up / spin down) in eV: -0.93 / -2.40
Kohn-Sham gap (spin up / spin down) in eV: 7.9 / 6.3

Atomic partial charges in e from the Mulliken method, atoms 1 to 2: atom 1 (C): -0.101, atom 2 (C): -0.456


Number 1: DFT total energy -62991.7703 eV. Number 2: DFT total energy -7322.2036 eV. Number 3: DFT total energy -33573.4613 eV. Number 4: DFT total energy -23398.4913 eV. Number 5: DFT total energy -196793.4249 eV. Number 6: DFT total energy -36311.8886 eV.